[1]
125
Properties=species:S:1:pos:R:3:forces:R:3 method="wB97M-V/def2-TZVPD" gap_ha=0.268 lumo_energy_ev=-2.634 charge=+1 e_above_lowest_kj_mol=0.0
C -7.086 1.479 3.332 0.2 0.1 -0.5
C -5.673 1.040 2.998 -0.1 0.2 0.5
O -5.625 0.160 1.862 0.1 0.0 -0.2
C -5.694 0.812 0.651 -0.5 -0.2 0.2
N -4.339 1.264 0.277 0.4 -0.4 0.3
C -3.188 0.645 0.528 -0.5 0.2 -0.2
N -2.156 1.317 0.071 0.5 0.0 0.0
C -2.644 2.429 -0.508 -0.4 -0.1 0.0
N -1.881 3.360 -1.085 0.2 0.0 0.6
C -0.440 3.034 -1.155 0.0 -0.2 -0.5
C -0.131 1.992 -2.230 0.4 -0.1 -0.1
C 1.393 1.937 -2.430 -0.2 0.2 0.2
I 2.208 -0.030 -2.432 -0.2 0.0 -0.3
C -2.430 4.574 -1.642 0.5 0.3 -0.5
F -2.867 4.282 -2.934 -0.1 0.0 0.1
C -1.464 5.745 -1.706 -0.1 0.0 0.7
C -1.103 6.211 -0.289 -0.3 -0.3 0.0
N -4.003 2.416 -0.404 -0.3 0.3 -0.1
N -4.945 3.297 -0.868 0.1 0.0 0.1
H -7.709 0.613 3.525 0.0 0.0 0.1
H -7.536 2.047 2.512 0.0 0.1 0.1
H -7.059 2.123 4.210 -0.1 0.0 0.1
H -5.269 0.477 3.838 0.1 -0.1 -0.1
H -5.004 1.896 2.848 0.0 0.0 -0.1
H -6.366 1.672 0.681 0.2 0.2 -0.1
H -6.063 0.106 -0.092 0.1 0.0 0.0
H -3.169 -0.300 1.045 0.1 0.0 0.0
H 0.112 3.930 -1.410 -0.1 0.2 0.2
H -0.102 2.696 -0.177 0.0 0.0 0.0
H -0.598 2.282 -3.173 -0.1 0.0 0.0
H -0.514 1.013 -1.952 -0.1 0.0 0.1
H 1.892 2.464 -1.619 0.1 -0.2 0.0
H 1.695 2.428 -3.348 0.1 -0.2 -0.1
H -3.291 4.897 -1.067 -0.1 -0.2 0.0
H -2.019 6.547 -2.190 0.1 -0.1 -0.3
H -0.577 5.503 -2.285 -0.1 0.1 -0.2
H -0.495 5.474 0.238 0.2 0.1 0.0
H -2.021 6.317 0.299 0.0 0.1 0.0
H -0.604 7.175 -0.294 0.1 -0.1 0.0
H -5.600 2.862 -1.504 0.1 0.0 -0.1
H -5.393 3.809 -0.118 -0.1 -0.1 0.0
F -8.385 0.080 5.670 -0.1 -0.1 0.0
C -9.521 -0.547 6.081 -0.2 -0.1 0.1
C -10.719 0.131 6.001 0.0 0.2 -0.1
C -11.873 -0.515 6.421 0.0 -0.1 0.0
C -11.810 -1.811 6.915 0.0 0.0 0.0
C -10.589 -2.468 6.988 -0.1 0.1 0.0
C -9.429 -1.835 6.566 0.2 -0.1 0.0
H -10.742 1.144 5.624 0.0 0.0 0.0
H -12.823 -0.002 6.364 0.0 0.0 0.0
H -12.712 -2.308 7.245 0.0 0.0 0.0
H -10.537 -3.476 7.376 0.0 0.0 0.0
H -8.468 -2.330 6.609 0.0 0.0 0.0
F -9.666 3.229 6.811 0.0 0.0 0.0
C -8.826 3.274 7.871 0.1 0.0 0.1
C -9.007 4.256 8.823 -0.1 0.1 0.0
C -8.139 4.298 9.905 0.0 -0.1 0.0
C -7.110 3.374 10.016 0.0 0.0 0.0
C -6.948 2.398 9.042 -0.1 0.1 0.0
C -7.815 2.339 7.959 0.1 0.0 -0.1
H -9.812 4.970 8.715 0.0 0.0 0.0
H -8.270 5.057 10.665 0.0 0.0 0.0
H -6.436 3.414 10.861 0.0 0.0 0.0
H -6.146 1.676 9.125 0.0 0.0 0.0
H -7.711 1.585 7.194 0.0 0.0 0.0
F 2.057 4.804 -2.497 -0.1 0.1 0.0
C 2.744 5.934 -2.828 0.1 0.2 0.0
C 3.923 6.205 -2.167 0.0 -0.1 0.1
C 4.620 7.355 -2.508 -0.1 0.0 -0.1
C 4.128 8.206 -3.489 0.0 0.0 0.0
C 2.936 7.908 -4.135 0.1 0.0 0.1
C 2.232 6.758 -3.807 -0.1 -0.1 0.0
H 4.285 5.530 -1.401 0.0 0.0 0.0
H 5.550 7.584 -2.007 0.0 0.0 0.0
H 4.675 9.102 -3.750 0.0 0.0 0.0
H 2.552 8.571 -4.899 0.0 0.0 0.0
H 1.306 6.500 -4.305 0.0 0.0 0.0
F 4.529 -7.483 -1.217 0.0 0.0 0.0
C 4.170 -6.273 -1.689 -0.1 0.2 0.0
C 4.327 -5.168 -0.875 0.0 0.0 0.2
C 3.960 -3.923 -1.366 0.0 0.0 -0.1
C 3.443 -3.803 -2.649 0.0 0.0 0.0
C 3.293 -4.929 -3.447 0.0 0.0 0.1
C 3.661 -6.178 -2.968 0.0 -0.1 -0.1
H 4.733 -5.287 0.120 0.0 0.0 0.0
H 4.084 -3.046 -0.745 0.0 0.0 0.0
H 3.159 -2.829 -3.026 0.0 0.0 -0.1
H 2.891 -4.837 -4.446 0.0 0.0 0.0
H 3.563 -7.067 -3.575 0.0 0.0 0.0
F 5.463 4.413 0.812 0.0 0.0 0.0
C 5.121 3.158 1.172 0.0 -0.2 0.1
C 4.616 2.305 0.211 -0.1 0.1 -0.1
C 4.262 1.016 0.580 0.0 0.0 0.0
C 4.411 0.599 1.896 0.0 0.0 0.0
C 4.922 1.476 2.845 0.0 0.0 -0.1
C 5.284 2.767 2.486 0.0 0.1 0.1
H 4.507 2.649 -0.810 0.0 0.0 0.0
H 3.861 0.355 -0.178 0.1 0.0 0.2
H 4.132 -0.406 2.182 0.0 0.0 0.0
H 5.040 1.155 3.871 0.0 0.0 0.0
H 5.689 3.463 3.208 0.0 0.0 0.0
F 8.986 -3.663 -2.476 0.0 0.0 0.0
C 8.856 -4.983 -2.733 0.0 -0.1 0.0
C 7.655 -5.601 -2.450 -0.1 0.0 0.0
C 7.523 -6.956 -2.718 0.1 0.0 0.0
C 8.587 -7.668 -3.255 0.1 0.0 0.0
C 9.785 -7.024 -3.528 -0.1 0.0 0.0
C 9.927 -5.667 -3.269 0.1 0.0 0.0
H 6.841 -5.026 -2.030 0.0 0.0 0.0
H 6.588 -7.457 -2.512 0.0 0.0 0.0
H 8.480 -8.723 -3.464 0.0 0.0 0.0
H 10.616 -7.578 -3.945 0.0 0.0 0.0
H 10.850 -5.144 -3.480 0.0 0.0 0.0
F 6.738 -8.204 -5.617 -0.1 0.0 0.0
C 7.220 -8.647 -6.796 0.1 0.0 -0.1
C 7.197 -10.002 -7.061 0.0 -0.1 0.1
C 7.695 -10.449 -8.277 0.0 0.1 0.0
C 8.209 -9.547 -9.198 0.0 0.0 0.0
C 8.223 -8.190 -8.905 0.0 -0.1 0.0
C 7.723 -7.729 -7.695 0.0 0.1 0.0
H 6.797 -10.687 -6.326 0.0 0.0 0.0
H 7.680 -11.507 -8.504 0.0 0.0 0.0
H 8.598 -9.901 -10.143 0.0 0.0 0.0
H 8.628 -7.485 -9.619 0.0 0.0 0.0
H 7.721 -6.676 -7.446 0.0 0.0 0.0

---

[2]
119
Properties=species:S:1:pos:R:3:forces:R:3 method="wB97M-V/def2-TZVPD" gap_ha=0.186 lumo_energy_ev=2.330 charge=-1
Ga 0.490 0.184 -0.612 1.1 0.6 2.6
C 3.622 2.825 -0.741 -0.3 0.4 0.8
C 3.685 2.340 -2.186 0.2 0.3 -0.2
C 2.437 2.790 -2.965 0.9 0.2 0.5
C 4.051 0.884 -2.402 1.0 0.5 -0.5
C 5.060 0.678 -3.370 -0.4 0.2 0.5
C 5.503 -0.601 -3.664 1.3 0.7 -1.3
C 4.962 -1.671 -3.009 -1.2 -0.2 0.3
C 3.913 -1.501 -2.073 1.3 -0.6 0.5
C 3.473 -2.819 -1.417 -0.9 -0.3 -1.1
C 4.435 -3.313 -0.353 0.0 -0.2 0.9
C 1.990 -2.985 -1.008 -0.3 0.4 1.3
C 3.538 -0.207 -1.674 -0.7 -0.4 -0.8
N 2.573 -0.009 -0.662 -2.5 0.2 -1.3
C 2.911 -0.090 0.648 -0.3 -0.1 2.0
C 1.948 -0.123 1.704 2.3 0.0 -2.2
N 0.646 -0.166 1.415 -1.5 -0.6 -0.8
C -0.300 -0.481 2.443 0.6 -0.5 -0.5
C -1.064 0.609 2.930 0.5 0.1 -0.3
C -2.144 0.283 3.711 0.2 -1.1 0.5
C -2.435 -1.030 4.095 0.1 0.5 -0.1
C -1.601 -2.080 3.707 0.0 0.6 0.4
C -0.476 -1.853 2.931 -0.3 1.6 -1.3
C 0.342 -3.050 2.424 -0.6 -0.7 -0.1
C 0.930 -3.960 3.543 1.4 0.3 0.4
C -0.514 -4.009 1.537 -1.9 0.9 0.0
C -0.682 2.129 2.770 0.9 -1.6 0.1
C -0.097 2.672 4.094 -0.7 0.8 -0.3
C -1.777 3.090 2.305 0.4 -0.1 -0.1
C 2.658 0.025 2.954 -1.4 -0.7 2.3
C 2.299 -0.031 4.325 0.4 0.0 -2.1
C 3.324 0.066 5.282 0.0 0.3 0.7
C 4.637 0.171 4.889 -0.2 0.2 1.6
C 5.007 0.221 3.553 0.0 -0.4 -0.5
C 6.341 0.321 3.099 0.2 0.0 -1.0
C 6.589 0.345 1.737 0.1 -0.2 0.8
C 5.561 0.195 0.769 -1.4 -0.6 0.6
C 4.239 0.049 1.232 0.7 0.4 -0.6
C 3.995 0.113 2.629 2.0 0.4 0.0
H 3.912 3.899 -0.750 -0.3 -0.5 0.2
H 4.346 2.290 -0.124 0.1 0.2 -0.1
H 2.641 2.713 -0.225 0.6 0.0 -0.7
H 4.532 2.915 -2.603 -0.2 -0.3 -0.1
H 1.595 2.276 -2.549 -0.7 0.0 0.2
H 2.502 2.611 -4.033 0.1 -0.1 -0.2
H 2.373 3.865 -2.768 -0.5 -0.1 -0.2
H 5.556 1.537 -3.861 -0.6 -0.5 0.3
H 6.291 -0.683 -4.465 -0.8 -0.3 1.0
H 5.252 -2.681 -3.262 0.1 -0.1 0.0
H 3.547 -3.558 -2.230 0.3 0.2 -0.1
H 4.323 -2.775 0.603 0.1 -0.1 -0.3
H 5.478 -3.302 -0.646 0.2 0.6 -0.3
H 4.287 -4.380 -0.177 -0.5 -0.1 0.2
H 1.739 -2.368 -0.110 0.2 -0.4 -0.7
H 1.814 -4.031 -0.693 0.2 0.3 -0.2
H 1.218 -2.758 -1.767 0.7 0.0 0.0
H -2.682 1.100 4.099 -1.0 0.7 0.5
H -3.295 -1.176 4.739 0.0 -0.3 -0.1
H -1.805 -3.091 4.013 -0.2 -0.2 0.2
H 1.134 -2.656 1.790 0.2 -0.1 0.3
H 0.232 -4.263 4.351 0.0 0.2 -0.7
H 1.778 -3.453 4.081 -0.7 -0.3 -0.5
H 1.384 -4.886 3.083 -0.6 0.9 0.4
H -1.368 -4.406 2.157 0.7 0.4 -0.5
H 0.038 -4.886 1.242 0.5 -0.2 -0.2
H -0.987 -3.531 0.620 0.8 -0.4 1.2
H 0.153 2.154 2.046 -0.6 0.0 0.1
H -0.927 2.918 4.778 0.2 -0.2 0.0
H 0.362 3.654 3.830 0.1 -0.7 0.5
H 0.575 1.991 4.616 0.2 0.2 -0.3
H -2.490 3.356 3.116 0.3 -0.3 -0.5
H -2.299 2.674 1.433 0.0 0.3 0.2
H -1.216 3.999 2.014 -0.7 -0.2 0.0
H 1.272 -0.183 4.601 -0.2 0.1 0.2
H 3.062 0.130 6.360 0.2 -0.3 -0.9
H 5.408 0.238 5.643 0.1 0.1 0.2
H 7.116 0.315 3.846 0.4 0.2 0.0
H 7.610 0.416 1.380 0.0 0.0 0.0
H 5.831 0.070 -0.278 -0.2 0.3 0.2
F 0.537 2.047 -0.375 -0.7 -0.8 -0.8
O -1.471 -1.946 -0.835 -0.3 2.4 -0.5
C -1.343 -0.756 -1.120 1.9 -2.1 0.1
C -5.237 0.929 -4.693 0.1 -0.1 0.9
C -3.939 0.218 -4.178 -0.1 0.0 -0.2
C -3.914 -1.271 -4.584 0.2 -0.2 0.1
C -2.757 0.921 -4.868 0.4 0.5 0.8
Si -3.739 0.354 -2.306 -1.2 -0.5 0.3
O -2.173 -0.110 -1.940 -0.8 0.8 -0.4
C -4.052 2.145 -1.846 0.5 -0.4 0.6
C -5.317 2.725 -1.652 0.6 0.3 -0.3
C -5.434 4.081 -1.362 -0.7 -0.5 0.1
C -4.320 4.865 -1.177 0.9 0.9 0.2
C -3.051 4.269 -1.290 0.7 1.0 0.5
C -2.911 2.926 -1.621 0.0 0.7 -0.4
C -4.961 -0.745 -1.313 0.8 -0.1 0.0
C -6.091 -1.382 -1.845 0.6 0.4 0.9
C -6.852 -2.193 -0.995 -0.8 -0.2 -1.2
C -6.494 -2.470 0.304 0.3 -0.4 1.0
C -5.376 -1.817 0.872 -0.3 -0.2 -1.4
C -4.618 -0.987 0.044 -0.1 0.6 0.1
H -5.184 1.080 -5.777 -0.1 -0.3 0.1
H -5.346 1.947 -4.248 0.0 -0.8 -0.2
H -6.129 0.320 -4.432 0.4 0.5 -0.3
H -3.811 -1.305 -5.672 -0.3 -0.3 -0.1
H -4.805 -1.834 -4.252 0.4 0.3 -0.3
H -3.032 -1.812 -4.184 -0.4 0.4 0.0
H -2.988 0.961 -5.919 0.0 0.1 -0.6
H -1.816 0.349 -4.761 -0.3 0.5 0.2
H -2.638 1.987 -4.522 0.1 -1.0 -0.2
H -6.247 2.196 -1.779 0.0 -0.5 0.0
H -6.447 4.467 -1.249 0.3 0.2 0.0
H -4.432 5.954 -0.949 0.2 -1.1 -0.2
H -2.113 4.854 -1.077 -1.2 -0.5 -0.3
H -1.885 2.574 -1.797 -0.6 -0.2 0.3
H -6.340 -1.251 -2.898 -0.2 -0.1 0.4
H -7.774 -2.626 -1.399 0.4 -0.1 0.1
H -7.057 -3.280 0.839 0.5 1.2 -0.3
H -5.059 -1.976 1.882 0.0 -0.2 0.4
H -3.745 -0.467 0.487 -0.5 -0.4 -0.3

---

[3]
128
Properties=species:S:1:pos:R:3:forces:R:3 method="wB97M-V/def2-TZVPD" gap_ha=0.239 lumo_energy_ev=4.185 charge=-2 e_above_lowest_kj_mol=8.9
Y -0.749 -0.058 -0.942 0.2 0.6 -0.3
C -3.512 -0.281 4.638 -0.1 0.0 0.1
Si -2.347 -1.706 4.210 -0.1 -0.1 0.1
C -3.473 -3.237 4.185 0.0 0.0 0.0
C -1.225 -1.888 5.724 0.1 0.0 0.0
N -1.536 -1.387 2.785 0.0 0.1 -0.1
P -0.486 -2.138 1.861 0.0 -0.1 0.3
C 0.481 -1.276 0.821 -0.4 0.2 -0.2
P 1.719 -0.182 0.811 0.0 -0.1 0.2
N 1.409 1.044 -0.189 0.0 -0.1 -0.3
Si 2.283 2.510 -0.332 0.1 -0.1 0.1
C 1.631 3.587 -1.717 -0.1 0.1 0.0
C 4.128 2.265 -0.684 0.1 0.0 0.0
C 2.233 3.556 1.252 0.0 0.0 0.0
C 3.257 -1.013 0.255 0.1 -0.1 -0.1
C 3.593 -0.939 -1.096 0.1 -0.1 0.1
C 4.657 -1.672 -1.606 -0.1 0.1 0.0
C 5.408 -2.486 -0.770 0.0 0.0 0.0
C 5.078 -2.575 0.577 0.0 0.0 0.0
C 4.006 -1.852 1.081 0.0 0.0 -0.1
C 2.133 0.496 2.469 0.1 0.1 0.0
C 1.035 0.818 3.271 0.0 0.0 0.0
C 1.224 1.384 4.524 0.0 0.0 0.0
C 2.509 1.629 4.996 0.0 0.0 -0.1
C 3.605 1.306 4.206 0.0 0.0 0.0
C 3.417 0.748 2.946 -0.1 0.0 0.0
C -1.375 -3.362 0.829 -0.1 0.0 0.0
C -0.666 -4.330 0.118 0.0 0.0 0.0
C -1.333 -5.255 -0.667 0.0 0.0 0.0
C -2.720 -5.206 -0.773 0.0 0.0 0.0
C -3.430 -4.229 -0.093 0.0 0.0 0.0
C -2.758 -3.315 0.714 0.0 0.0 0.0
C 0.466 -3.257 2.985 0.0 -0.1 0.0
C 0.036 -4.542 3.317 0.1 0.0 0.0
C 0.701 -5.294 4.279 0.0 0.0 0.0
C 1.810 -4.773 4.933 0.0 0.0 0.0
C 2.247 -3.494 4.613 0.0 0.0 0.0
C 1.581 -2.749 3.649 0.0 0.0 0.1
H -4.099 -0.531 5.531 0.0 0.0 -0.1
H -2.960 0.639 4.848 0.0 0.0 0.0
H -4.210 -0.075 3.820 0.0 0.0 0.0
H -3.688 -3.574 5.206 0.0 0.0 0.0
H -4.429 -2.999 3.706 0.1 0.0 0.0
H -3.030 -4.074 3.638 0.0 0.0 0.0
H -0.639 -0.971 5.860 0.0 -0.1 0.0
H -1.805 -2.061 6.638 0.0 0.0 -0.1
H -0.517 -2.714 5.608 0.0 0.0 0.0
H 0.896 3.047 -2.310 0.0 0.0 0.0
H 1.136 4.490 -1.341 0.0 -0.1 0.0
H 2.440 3.909 -2.380 0.0 0.0 0.0
H 4.298 1.813 -1.667 0.0 0.0 0.1
H 4.609 3.251 -0.682 0.0 0.0 0.0
H 4.626 1.639 0.064 0.0 0.0 -0.1
H 1.256 3.482 1.735 0.0 0.0 0.0
H 2.981 3.252 1.988 0.0 0.0 0.0
H 2.411 4.610 1.005 0.0 -0.1 0.0
H 2.998 -0.314 -1.750 0.0 0.0 0.0
H 4.892 -1.610 -2.663 0.0 0.0 0.0
H 6.240 -3.057 -1.167 0.0 0.0 0.0
H 5.648 -3.221 1.235 0.0 0.0 0.0
H 3.742 -1.957 2.125 0.0 0.0 0.0
H 0.036 0.593 2.908 0.0 0.0 0.0
H 0.363 1.626 5.137 0.0 0.0 0.0
H 2.654 2.065 5.977 0.0 0.0 0.0
H 4.611 1.493 4.566 0.0 0.0 0.0
H 4.279 0.514 2.334 0.0 0.0 0.0
H 0.417 -4.331 0.163 0.0 0.0 0.0
H -0.769 -5.991 -1.228 0.0 0.0 0.0
H -3.240 -5.915 -1.407 0.0 0.0 0.0
H -4.508 -4.164 -0.196 0.0 0.0 0.0
H -3.300 -2.543 1.245 0.0 0.0 0.0
H -0.831 -4.961 2.822 0.0 0.0 0.0
H 0.346 -6.290 4.520 0.0 0.0 0.0
H 2.327 -5.357 5.686 0.0 0.0 0.0
H 3.106 -3.066 5.120 0.0 0.0 0.0
H 1.919 -1.744 3.430 0.0 0.0 0.0
O -4.811 1.050 -1.656 0.0 0.0 0.0
C -3.825 0.978 -0.930 0.0 -0.1 0.0
O -2.983 0.005 -0.905 0.0 -0.1 0.0
C -3.542 2.108 0.064 0.1 -0.1 0.1
C -2.814 1.588 1.318 0.0 0.2 -0.1
C -2.858 2.630 2.438 0.1 0.0 0.0
C -1.853 3.692 1.918 0.0 0.0 0.0
C -1.410 3.059 0.596 -0.2 -0.1 0.0
O -1.431 1.653 0.912 0.0 -0.1 0.0
C -2.529 3.189 -0.456 0.1 -0.1 0.1
C -1.926 2.989 -1.855 0.0 0.0 0.1
O -2.156 3.823 -2.726 0.0 0.0 -0.1
O -1.143 1.978 -1.970 -0.1 -0.1 -0.1
H -4.493 2.578 0.304 -0.1 0.0 0.0
H -3.039 0.568 1.612 0.0 0.0 0.0
H -2.510 2.184 3.368 0.0 0.0 0.0
H -3.864 3.021 2.599 0.0 0.0 0.0
H -1.007 3.805 2.597 0.0 0.0 0.0
H -2.301 4.674 1.759 0.0 0.0 0.0
H -0.426 3.333 0.242 0.1 0.0 0.0
H -2.987 4.175 -0.437 0.0 0.1 0.0
C 0.844 -0.739 -5.414 0.1 0.0 0.0
P 0.131 0.476 -4.223 -0.2 0.0 0.2
C 1.022 1.994 -4.736 0.0 0.0 -0.1
C 0.373 3.224 -4.862 0.0 0.0 0.0
C 1.095 4.366 -5.179 0.0 0.0 0.0
C 2.470 4.309 -5.363 0.0 0.0 0.0
C 3.129 3.096 -5.211 0.0 0.0 0.0
C 2.408 1.950 -4.898 0.0 0.0 0.0
C -1.501 0.757 -5.029 0.0 0.0 -0.2
C -2.688 0.544 -4.336 0.0 0.0 0.0
C -3.920 0.769 -4.942 0.1 0.0 0.0
C -3.976 1.201 -6.257 0.0 0.0 0.0
C -2.799 1.406 -6.969 0.0 0.0 0.0
C -1.574 1.188 -6.357 -0.1 0.0 0.0
H 1.855 -1.001 -5.100 0.0 0.0 0.0
H 0.856 -0.369 -6.441 0.0 0.0 0.0
H 0.250 -1.650 -5.350 0.0 0.0 0.0
H -0.690 3.300 -4.662 0.0 0.0 0.0
H 0.573 5.313 -5.259 0.0 0.0 0.0
H 3.029 5.206 -5.602 0.0 0.0 0.0
H 4.205 3.040 -5.326 0.0 0.0 0.0
H 2.938 1.011 -4.768 0.0 0.0 0.0
H -2.684 0.198 -3.311 0.1 0.0 0.0
H -4.814 0.625 -4.347 0.0 0.0 0.0
H -4.935 1.387 -6.729 0.0 0.0 0.0
H -2.834 1.749 -7.998 0.0 0.0 0.0
H -0.660 1.381 -6.908 0.0 0.0 0.0
Cl 0.657 -2.719 -2.644 0.0 0.0 0.0
C -1.067 -2.029 -2.427 0.2 -0.1 0.0
H -1.612 -2.870 -1.995 0.0 0.0 0.0
H -1.413 -1.945 -3.462 -0.1 0.1 0.0

---

| no. | HOMO level (eV) |
| --- | --- |
| 1 | -9.93 |
| 2 | -2.73 |
| 3 | -2.32 |